6 unconnected molecules or ions with the total composition H12O6. Source: the Open Molecules 2025 dataset; level of theory: ωB97M-V with the def2-TZVPD basis set.

```
18
Properties=species:S:1:pos:R:3:forces:R:3
O 35.5250 -43.3804 16.1387 1.740 2.005 0.878
H 35.2222 -44.0046 15.5132 -0.972 -1.377 -0.517
H 34.9792 -43.3402 16.9124 -0.558 -0.232 0.189
O 34.7064 -45.2710 14.5540 -0.560 4.875 -2.700
H 34.9984 -44.9226 13.6070 -0.611 -0.851 1.931
H 34.9520 -46.1297 14.5327 1.514 -4.582 0.071
O 35.1036 -48.1610 15.0914 -1.099 1.989 2.579
H 34.5278 -48.4669 14.3905 -0.680 -0.018 0.104
H 34.5390 -47.6437 15.8270 1.655 -2.061 -2.722
O 35.8214 -44.3001 12.2614 3.178 0.388 1.117
H 36.5904 -44.7927 11.8774 -1.406 -0.294 -0.374
H 36.4447 -43.8499 12.9163 -1.668 0.068 -0.695
O 32.0700 -45.2514 14.0854 -0.228 -1.300 0.455
H 33.0511 -45.2456 14.2338 -1.019 -0.181 0.103
H 31.7266 -46.1258 14.4151 0.685 1.458 -0.521
O 36.9906 -47.9234 12.5855 4.093 0.068 -4.212
H 36.5949 -48.1005 13.3685 -1.644 -0.972 4.087
H 37.9125 -48.3581 12.5841 -2.420 1.015 0.229
```
Positions in Å, forces in eV/Å.

As for the SMILES: O.O.O.O.O.O. The calculation puts the HOMO energy at -10.68 eV.

These are the natural (NBO) partial charges, in e, on atoms 1 to 6:
1 O -0.981
2 H 0.485
3 H 0.468
4 O -0.987
5 H 0.516
6 H 0.481

=====

3 unconnected molecules or ions with the total composition C4H12ClNO. Source: the Open Molecules 2025 dataset; level of theory: ωB97M-V with the def2-TZVPD basis set.

```
19
Properties=species:S:1:pos:R:3:forces:R:3
Cl 0.0135 -0.9754 2.5439 1.705 0.168 3.837
C -0.9074 1.2937 1.1257 -0.145 -2.811 0.253
C 0.0601 0.6037 0.1809 0.064 1.198 0.631
C -0.7560 -0.0651 -0.9661 3.332 -0.259 -0.743
O 0.2797 -0.5841 -1.8727 -0.365 0.817 0.251
C 0.3141 -2.0019 -1.9491 0.265 1.387 1.715
N 1.2500 1.5715 0.0627 0.425 -0.581 -0.911
H 2.1711 1.0840 0.1831 -1.451 0.795 -0.696
H 1.3066 2.4000 -0.6366 -0.518 -2.579 1.415
H 1.2575 0.1627 4.3904 -1.487 -1.408 -2.004
H -1.7840 0.6035 1.1443 0.242 0.761 0.756
H -1.1924 2.1709 0.7144 -1.136 2.991 -1.515
H -0.4765 1.5369 2.0924 -0.124 -0.416 0.016
H 0.3239 -0.3342 0.7615 0.963 1.529 -1.383
H -1.5550 0.4430 -1.4808 0.110 0.790 -0.424
H -1.1999 -0.9162 -0.5130 -0.729 -0.799 0.624
H 1.1909 -2.3179 -2.4832 0.117 -0.087 -0.462
H -0.6120 -2.2286 -2.3522 -1.587 -1.470 -1.447
H 0.3157 -2.4464 -0.9455 0.320 -0.025 0.086
```
Positions in Å, forces in eV/Å.

The calculation puts the HOMO energy at -8.72 eV.

These are the natural (NBO) partial charges, in e, on atoms 1 to 6:
1 Cl -0.280
2 C -0.604
3 C -0.054
4 C -0.083
5 O -0.557
6 C -0.237

=====

A molecular structure, C56H44GeMnN8O5P. Source: the Open Molecules 2025 dataset; level of theory: ωB97M-V with the def2-TZVPD basis set.

```
116
Properties=species:S:1:pos:R:3:forces:R:3
Mn -0.7579 1.5790 0.0656 -0.038 -0.663 0.269
C -6.0821 -0.2073 3.2960 0.042 0.027 -0.023
C -6.5278 -0.6309 2.0339 0.078 0.042 -0.015
C -5.8040 -0.3418 0.8883 -0.139 -0.013 -0.020
C -4.6272 0.3860 1.0284 0.114 -0.038 -0.237
C -3.6141 0.7840 0.0707 -0.079 0.084 0.034
N -2.6099 1.4574 0.7366 -0.088 -0.377 0.257
C -2.9128 1.4911 2.0788 -0.034 0.059 -0.189
N -2.2563 2.1240 3.0300 0.063 -0.040 0.022
C -1.0151 2.5813 2.8286 0.225 -0.190 -0.005
C -0.3432 3.5358 3.6854 -0.170 -0.084 -0.080
C -0.7832 4.2908 4.7700 -0.015 0.042 0.115
C 0.0949 5.2035 5.3296 0.029 -0.082 -0.081
C 1.3980 5.3627 4.8186 -0.047 -0.066 -0.044
C 1.8388 4.6069 3.7454 0.104 0.023 0.061
C 0.9574 3.6867 3.1836 0.036 0.045 -0.201
C 1.0586 2.8226 2.0264 -0.076 -0.308 0.163
N 2.1766 2.6326 1.3206 0.014 -0.058 -0.119
C 2.1395 2.0698 0.1234 -0.138 0.118 -0.035
N 1.0347 1.8805 -0.6758 0.322 -0.118 0.038
C 1.4487 1.4113 -1.9042 0.046 0.069 -0.047
N 0.6886 1.1170 -2.9664 0.024 0.096 0.085
C -0.6128 0.9891 -2.8612 0.037 -0.206 0.057
N -1.3839 1.0371 -1.7253 -0.340 0.389 -0.385
C -2.6782 0.6937 -2.0463 0.099 -0.113 0.032
N -3.7014 0.5298 -1.2370 0.036 -0.011 0.042
C -2.7490 0.4270 -3.4850 -0.081 0.023 0.152
C -3.7976 0.0467 -4.3087 -0.129 -0.023 -0.039
C -3.5339 -0.1239 -5.6616 0.072 0.012 0.049
C -2.2446 0.0743 -6.1744 -0.038 0.006 0.069
C -1.1966 0.4444 -5.3421 0.107 -0.002 -0.101
C -1.4675 0.6201 -3.9936 0.133 0.062 0.037
C 2.8899 1.2943 -1.8976 -0.166 -0.013 -0.108
C 3.7948 0.8505 -2.8572 0.067 0.083 -0.132
C 5.1334 0.7933 -2.5118 -0.049 0.050 0.081
C 5.5660 1.1685 -1.2278 -0.070 -0.024 -0.037
C 4.6644 1.6192 -0.2766 0.143 0.059 0.049
C 3.3237 1.6864 -0.6289 0.001 -0.058 0.135
N -0.1414 2.1829 1.8407 -0.150 0.645 0.099
C -4.1896 0.8123 2.2817 0.173 0.044 0.117
C -4.9063 0.5170 3.4305 -0.090 0.020 0.145
H -6.6607 -0.4628 4.1763 0.018 0.012 -0.029
H -7.4456 -1.2030 1.9612 0.024 0.019 -0.004
H -6.1311 -0.6715 -0.0914 0.025 0.003 0.061
H -1.7904 4.1644 5.1528 0.065 0.007 -0.024
H -0.2212 5.8074 6.1714 -0.001 0.003 -0.008
H 2.0605 6.0924 5.2704 -0.027 -0.031 -0.008
H 2.8396 4.7278 3.3418 -0.105 -0.031 0.035
H -4.7885 -0.1094 -3.8953 0.076 0.011 -0.042
H -4.3316 -0.4190 -6.3334 0.018 0.012 0.026
H -2.0680 -0.0660 -7.2343 0.003 -0.001 0.029
H -0.1917 0.5972 -5.7240 -0.095 -0.011 0.031
H 3.4482 0.5540 -3.8404 0.044 0.064 0.107
H 5.8619 0.4432 -3.2345 -0.024 -0.001 0.017
H 6.6176 1.0912 -0.9785 -0.016 0.016 -0.008
H 4.9868 1.9043 0.7188 -0.037 -0.016 -0.060
H -4.5432 0.8367 4.4015 -0.022 -0.027 -0.081
O -1.3798 -1.3320 2.1241 -0.302 0.351 -0.274
C -1.1150 -1.2136 0.9342 0.270 0.050 0.207
O -0.3846 -0.2723 0.4097 -0.098 -0.034 0.027
C -1.5601 -2.3042 -0.0252 -0.135 -0.076 0.005
C -0.8492 -3.6338 0.2656 0.000 0.291 0.043
Ge 1.1158 -3.7100 0.1981 0.033 -0.163 -0.038
C 1.4691 -5.6505 0.2017 0.015 -0.135 0.015
C 1.9637 -6.3486 -0.9017 -0.086 -0.054 0.068
C 2.1301 -7.7312 -0.8605 -0.013 0.052 0.054
C 1.7994 -8.4389 0.2879 -0.014 0.063 0.014
C 1.3037 -7.7599 1.3968 0.016 0.043 -0.056
C 1.1437 -6.3798 1.3512 0.092 -0.032 -0.066
C 1.9371 -3.0173 -1.4354 0.014 0.103 -0.145
C 1.2323 -2.2489 -2.3665 0.231 -0.012 -0.002
C 1.8309 -1.8244 -3.5490 -0.007 -0.116 0.022
C 3.1506 -2.1572 -3.8190 -0.059 -0.110 0.029
C 3.8736 -2.9079 -2.9003 -0.063 -0.002 0.030
C 3.2704 -3.3332 -1.7230 -0.063 0.042 -0.091
C 1.9942 -3.0512 1.8110 0.044 0.117 0.108
C 1.2710 -2.5122 2.8762 0.068 -0.026 0.006
C 1.9236 -2.0959 4.0340 0.056 -0.023 -0.052
C 3.3026 -2.2107 4.1410 -0.044 -0.016 -0.062
C 4.0340 -2.7460 3.0855 -0.065 0.018 -0.011
C 3.3827 -3.1626 1.9323 -0.049 0.014 0.119
H -1.3989 -1.9814 -1.0485 0.000 0.060 -0.105
H -2.6402 -2.4152 0.1171 0.047 -0.098 -0.009
H -1.1801 -4.4083 -0.4274 -0.078 -0.022 -0.042
H -1.1261 -3.9653 1.2704 0.025 -0.036 -0.010
H 2.2179 -5.8089 -1.8090 -0.017 -0.044 0.046
H 2.5170 -8.2560 -1.7277 -0.018 0.031 0.037
H 1.9270 -9.5158 0.3208 -0.005 0.059 -0.001
H 1.0453 -8.3067 2.2975 0.013 0.030 -0.043
H 0.7705 -5.8585 2.2301 0.026 -0.044 -0.062
H 0.2135 -1.9484 -2.1688 -0.032 -0.002 0.000
H 1.2650 -1.2114 -4.2408 0.035 -0.027 0.048
H 3.6214 -1.8218 -4.7374 -0.026 -0.026 0.042
H 4.9086 -3.1623 -3.0994 -0.025 0.008 0.013
H 3.8475 -3.9377 -1.0311 -0.018 0.019 -0.022
H 0.1965 -2.3741 2.7964 0.236 -0.080 0.107
H 1.3475 -1.6659 4.8454 0.016 -0.007 -0.035
H 3.8097 -1.8759 5.0390 -0.014 -0.014 -0.026
H 5.1119 -2.8335 3.1589 -0.017 -0.001 0.002
H 3.9707 -3.5853 1.1250 -0.011 0.020 0.014
C -3.0695 4.7596 1.2944 0.096 -0.020 0.074
O -2.6450 4.4865 -0.0451 -0.264 0.031 -0.184
P -1.2505 3.8633 -0.4852 0.086 0.264 -0.212
O -0.2642 4.9948 0.0557 0.367 0.004 0.041
C 1.0548 5.2179 -0.4816 -0.107 0.035 -0.028
O -1.2533 4.2169 -2.0493 -0.187 -0.067 -0.019
C -2.3788 4.0746 -2.9286 0.092 0.103 0.143
H -3.9457 5.3975 1.2146 -0.006 0.030 -0.038
H -2.2843 5.2835 1.8406 0.010 -0.002 0.003
H -3.3277 3.8425 1.8169 -0.004 0.056 -0.042
H 1.4114 6.1404 -0.0328 -0.027 0.045 0.033
H 1.0068 5.3319 -1.5654 -0.056 -0.015 0.043
H 1.7297 4.4099 -0.2182 -0.027 0.005 0.040
H -2.3053 4.8744 -3.6608 0.011 0.051 -0.020
H -3.3197 4.1673 -2.3889 0.028 -0.008 0.064
H -2.3374 3.1213 -3.4395 0.039 -0.221 -0.056
```
Positions in Å, forces in eV/Å.

Its expectation value of S² is 8.7957. As for the net charge: -1. The calculation puts the HOMO energy (spin up / spin down) at -2.64 / -5.98 eV. The spin multiplicity is 6.

These are the Mulliken partial charges, in e, on atoms 1 to 6:
1 Mn 0.264
2 C -0.684
3 C -0.648
4 C -0.193
5 C 0.376
6 C -0.766

=====

A molecular structure, C30H31BrF4GeN4OPd. Source: the Open Molecules 2025 dataset; level of theory: ωB97M-V with the def2-TZVPD basis set.

```
73
Properties=species:S:1:pos:R:3:forces:R:3
Pd -0.0399 -2.1525 0.6987 0.325 -0.237 1.359
C 5.5289 3.3517 0.1785 -0.095 -0.049 0.008
C 5.1842 2.4104 1.3448 0.169 0.049 0.021
C 6.2948 1.3654 1.4861 -0.111 0.011 -0.019
C 5.1171 3.2247 2.6476 -0.082 -0.047 -0.051
C 3.8348 1.7734 1.0652 -0.003 0.109 0.007
C 3.7073 0.4187 0.7274 -0.157 -0.287 -0.149
C 2.4616 -0.0813 0.5050 0.237 -0.687 0.117
Br 2.2608 -1.9479 0.0822 0.818 0.312 -0.033
C 1.2363 0.6506 0.6707 -0.315 -0.098 -0.110
O 0.1324 0.0558 0.5924 0.049 0.673 -0.336
C 1.3877 2.0708 0.9361 -0.058 0.330 -0.107
C 2.6680 2.5500 1.1113 -0.113 0.056 0.062
C 0.2391 3.0895 0.9355 -0.157 -0.026 0.100
C 0.3975 3.9618 -0.3231 0.068 -0.058 0.018
C -1.1739 2.4931 0.9165 0.133 -0.109 -0.030
C 0.3432 3.9695 2.1941 0.067 -0.032 -0.055
H 6.4803 3.8480 0.3736 0.012 0.003 -0.007
H 4.7616 4.1167 0.0540 0.024 0.030 -0.021
H 5.6108 2.7963 -0.7570 0.020 0.017 -0.016
H 7.2318 1.8614 1.7376 -0.001 0.017 -0.002
H 6.4552 0.8163 0.5572 0.017 -0.017 0.002
H 6.0663 0.6540 2.2821 0.042 -0.022 0.000
H 6.1133 3.5898 2.8979 0.002 0.017 0.004
H 4.7552 2.6120 3.4747 0.029 0.008 0.022
H 4.4617 4.0900 2.5500 -0.001 0.001 0.036
H 4.5644 -0.2328 0.6483 0.036 0.035 0.018
H 2.7791 3.6073 1.3092 0.032 -0.033 -0.019
H 0.2955 3.3591 -1.2274 -0.016 0.020 -0.005
H 1.3692 4.4575 -0.3503 -0.004 0.020 -0.004
H -0.3790 4.7275 -0.3357 -0.009 -0.003 -0.010
H -1.3342 1.8758 0.0377 -0.055 -0.065 -0.041
H -1.8987 3.3087 0.8910 0.063 0.036 0.040
H -1.3645 1.8888 1.8022 -0.044 -0.053 -0.011
H 1.2458 4.5810 2.2018 -0.026 0.021 0.036
H 0.3353 3.3532 3.0944 -0.017 0.028 0.022
H -0.5125 4.6436 2.2328 0.002 0.011 -0.008
F -6.2124 -1.7104 -1.9830 -0.169 0.027 -0.009
C -5.1794 -0.9163 -2.2489 0.178 0.003 0.051
C -5.3831 0.1727 -3.0533 0.120 -0.007 -0.029
F -6.6037 0.3833 -3.5304 -0.136 -0.011 -0.029
C -4.3656 1.1134 -3.3354 -0.015 0.025 0.015
C -3.1094 0.8125 -2.7621 -0.260 0.031 -0.035
C -2.9092 -0.2923 -1.9872 -0.332 -0.178 -0.046
F -1.6585 -0.5496 -1.6104 0.429 -0.103 0.367
C -3.9385 -1.1920 -1.6429 -0.083 0.088 0.090
C -3.7667 -2.2951 -0.7250 0.146 0.257 -0.015
C -2.7983 -2.2570 0.2599 0.118 0.204 0.029
N -1.9941 -2.1577 1.1089 -0.809 -0.039 -0.335
C -4.5810 -3.4532 -0.7804 -0.007 -0.315 -0.041
N -5.1833 -4.4344 -0.8340 -0.003 0.038 0.035
F -2.0638 1.5950 -3.0220 0.132 0.006 -0.031
C -4.5865 2.2724 -4.1215 0.046 -0.083 0.076
C -5.7313 2.4676 -4.9302 -0.164 -0.041 -0.170
N -6.6127 2.6642 -5.6468 0.011 0.012 0.072
C -3.6770 3.3577 -4.1398 0.154 0.217 0.087
N -2.9909 4.2844 -4.1265 -0.019 -0.070 -0.060
C 0.2527 -6.9499 0.7773 -0.237 0.150 -0.066
Ge -0.8216 -5.2965 0.6416 0.079 -0.057 -0.020
C -2.6221 -5.6078 1.3825 0.288 -0.058 -0.130
C -0.8893 -4.7021 -1.2572 -0.034 -0.259 0.275
C 0.1412 -3.9241 1.7012 -0.349 -0.146 -0.899
H -0.2159 -7.7602 0.2180 0.015 -0.012 -0.009
H 0.3318 -7.2562 1.8207 0.013 -0.001 0.009
H 1.2568 -6.7925 0.3829 0.009 0.012 -0.010
H -3.3019 -5.9624 0.6081 0.003 0.038 0.000
H -3.0354 -4.6995 1.8170 -0.002 0.011 -0.012
H -2.5658 -6.3701 2.1602 0.021 0.020 0.036
H -1.9021 -4.7933 -1.6511 -0.013 0.012 0.004
H -0.2284 -5.3082 -1.8779 0.010 -0.038 0.028
H -0.5729 -3.6633 -1.3426 -0.045 0.041 -0.059
H 1.2003 -4.1646 1.8011 0.029 0.089 0.013
H -0.2988 -3.7724 2.6861 -0.006 0.158 -0.025
```
Positions in Å, forces in eV/Å.

Its expectation value of S² is 2.0809. The calculation puts the HOMO energy (spin up / spin down) at -7.61 / -8.08 eV. The spin multiplicity is 3.

These are the Mulliken partial charges, in e, on atoms 1 to 6:
1 Pd 0.266
2 C -1.559
3 C 1.913
4 C -2.109
5 C -1.627
6 C -0.197

=====

| no. | energy (eV) |
| --- | --- |
| 1 | -12478.9302 |
| 2 | -20395.2022 |
| 3 | -178076.3267 |
| 4 | -180524.2136 |